{
  "formula": "C25H43NP2Ru",
  "method": "wB97M-V/def2-TZVPD",
  "charge": 1,
  "e_lumo_ev": [-3.73, -5.35],
  "homo_lumo_gap_ha": [0.1991, 0.1396],
  "e_homo_ev": [-9.148, -9.148],
  "multiplicity": 6,
  "elements": ["Ru", "C", "C", "C", "C", "C", "C", "H", "H", "H", "C", "H", "H", "H", "C", "H", "H", "H", "C", "H", "H", "H", "C", "H", "H", "H", "C", "C", "C", "C", "C", "C", "C", "C", "H", "H", "H", "H", "H", "H", "H", "H", "H", "H", "H", "H", "P", "P", "C", "C", "H", "H", "H", "H", "C", "H", "H", "H", "C", "H", "H", "H", "C", "H", "H", "H", "C", "H", "H", "H", "N", "C"],
  "positions_angstrom": [[-1.60751, -1.18198, 1.11019], [-3.01069, 1.90002, -1.34155], [-2.61547, 0.63096, -1.73594], [-3.05918, 0.59962, 0.60912], [-3.21126, 1.92375, 0.05887], [-2.73544, -0.30259, -0.54876], [-3.15061, 3.11243, -2.19728], [-2.94337, 2.92589, -3.26854], [-2.48408, 3.91015, -1.79628], [-4.19371, 3.47589, -2.15005], [-3.76184, 3.11040, 0.74716], [-3.19626, 4.03105, 0.55287], [-3.71641, 2.93352, 1.82781], [-4.83054, 3.33320, 0.52068], [-3.77399, 0.10227, 1.81166], [-4.84031, -0.09527, 1.59350], [-3.70332, 0.82644, 2.63261], [-3.24327, -0.84543, 2.12189], [-3.48089, -1.57882, -0.78514], [-4.30142, -1.42308, -1.50436], [-3.83378, -1.98443, 0.17059], [-2.83389, -2.35879, -1.19028], [-2.48757, 0.26244, -3.14676], [-3.41694, 0.40727, -3.72868], [-2.18627, -0.77565, -3.28131], [-1.72051, 0.88131, -3.62125], [0.29025, 2.24516, -0.23588], [0.22140, 2.65729, -1.51948], [0.73552, 1.86001, -2.65449], [1.29614, 0.37036, -2.55925], [0.45799, -0.61443, -1.89368], [0.39908, -0.85210, -0.54515], [1.19568, -0.07341, 0.47969], [1.41310, 1.44347, 0.35795], [1.60535, 2.45713, -2.92113], [2.33398, 0.36211, -2.19876], [0.06205, 1.84465, -3.52005], [2.33044, 1.65509, -0.20131], [-0.66633, 2.12144, 0.36863], [-0.33788, 3.55758, -1.81210], [1.62058, 1.82519, 1.36281], [0.98875, -0.31708, 1.54582], [0.27385, -1.92650, -0.22906], [2.32361, -0.44038, 0.23733], [1.35586, 0.06789, -3.61774], [-0.11955, -1.25839, -2.55851], [3.82489, -0.68932, 0.99277], [0.92804, -2.77586, 1.85426], [3.92092, -2.39336, 1.57886], [2.77190, -2.86289, 2.49354], [4.86623, -2.48875, 2.13923], [3.98653, -3.04227, 0.69919], [2.88858, -3.93196, 2.73844], [2.72030, -2.25726, 3.41831], [0.12646, -3.65142, 3.19683], [-0.85522, -3.93834, 2.82711], [0.05678, -2.98492, 4.05598], [0.68048, -4.53740, 3.48545], [1.08205, -4.13075, 0.57636], [1.65239, -4.97854, 0.97883], [1.58130, -3.75946, -0.33536], [0.05981, -4.46790, 0.36355], [4.31368, 0.49261, 2.27408], [4.13501, 1.52412, 1.91928], [5.38188, 0.37120, 2.52144], [3.72463, 0.34398, 3.18575], [5.04814, -0.47532, -0.34458], [5.11963, -1.39634, -0.94654], [6.04008, -0.23547, 0.07131], [4.74144, 0.35842, -0.99639], [-0.86901, 5.99554, 0.25252], [-1.36829, 5.10603, -0.34662]],
  "forces_ev_per_angstrom": [[1.64, 0.44, -0.50], [0.97, -0.54, -0.26], [-1.03, 0.49, 1.71], [-0.10, -1.16, -2.72], [-0.37, 0.11, -0.21], [-1.31, 2.68, 0.51], [-0.23, 0.23, -0.39], [0.03, -0.03, 0.57], [-0.44, -0.25, -0.22], [0.40, 0.00, 0.05], [-0.32, 0.08, 1.22], [0.12, -0.21, -0.27], [-0.09, 0.20, -0.03], [0.62, -0.38, -0.19], [0.18, 0.36, 0.22], [0.47, -0.30, 0.24], [-0.03, -0.37, -0.08], [-1.04, 0.10, 0.81], [0.35, -0.60, 0.22], [0.06, -0.14, 0.42], [-0.56, -0.04, -0.26], [0.01, -0.11, -0.36], [0.38, -0.58, -0.96], [0.30, 0.04, 0.37], [-0.04, -0.10, -0.04], [-0.16, -0.06, -0.12], [-1.66, -1.03, 0.58], [-1.10, -0.91, 0.60], [2.24, -0.02, -0.51], [0.03, 1.63, -0.99], [-0.60, -0.95, 1.17], [1.56, -0.35, 0.49], [-1.90, 0.82, -0.85], [0.25, -0.22, -0.74], [0.39, -0.10, -1.05], [-0.27, 0.05, 0.27], [-0.03, 0.53, 0.48], [-0.01, -0.03, -0.14], [1.37, 1.84, -0.22], [-0.52, -0.69, 0.48], [-0.17, 0.05, -0.04], [0.20, -0.15, -1.03], [-0.82, 1.23, -0.62], [-0.04, -0.23, 0.68], [0.17, 0.11, 0.36], [0.14, -0.08, 0.34], [1.53, 0.23, -0.62], [1.25, -1.11, -0.20], [-0.04, -0.46, 0.59], [-1.43, 0.68, 0.05], [-0.16, -0.11, -0.23], [0.05, 0.14, 0.03], [0.12, 0.48, 0.08], [0.34, -0.44, -0.22], [0.28, -0.29, 0.34], [-0.22, -0.04, 0.26], [-0.26, -0.08, 0.03], [-0.02, -0.30, 0.15], [-0.07, 0.32, 0.37], [-0.13, 0.18, -0.08], [-0.36, -0.20, 0.29], [0.27, 0.02, -0.28], [-0.09, 0.22, 0.31], [0.11, -0.50, 0.09], [-0.36, 0.00, -0.14], [0.07, 0.04, -0.14], [0.24, -0.11, -0.06], [-0.06, 0.39, 0.20], [-0.30, -0.15, -0.14], [0.08, -0.30, 0.24], [-0.81, -1.58, -0.95], [0.94, 1.61, 1.05]],
  "lowdin_charge": [0.92, -0.21, -0.18, -0.28, -0.17, -0.34, -0.04, 0.08, 0.00, 0.10, -0.02, 0.03, 0.08, 0.12, -0.08, 0.12, 0.09, 0.03, -0.08, 0.12, 0.06, 0.07, -0.04, 0.11, 0.07, 0.07, -0.09, -0.09, -0.14, -0.16, -0.08, -0.20, -0.31, -0.20, 0.12, 0.10, 0.10, 0.11, 0.12, 0.06, 0.12, 0.05, 0.01, 0.01, 0.12, 0.11, 0.95, 0.85, -0.36, -0.34, 0.11, 0.09, 0.08, 0.08, -0.31, 0.04, 0.05, 0.05, -0.26, 0.05, 0.04, 0.05, -0.20, 0.07, 0.07, 0.06, -0.21, 0.06, 0.06, 0.05, -0.16, -0.37]
}



{
  "formula": "C5H8N",
  "method": "wB97M-V/def2-TZVPD",
  "charge": 1,
  "e_lumo_ev": -3.50,
  "homo_lumo_gap_ha": 0.4411,
  "smiles": "C#C[N@H+](C)C=C",
  "e_homo_ev": -15.507,
  "multiplicity": 1,
  "elements": ["C", "C", "N", "C", "C", "C", "H", "H", "H", "H", "H", "H", "H", "H"],
  "positions_angstrom": [[0.25129, -2.14821, 1.76598], [-0.16065, -1.37996, 0.94443], [-0.49458, -0.43227, -0.05597], [0.57993, -0.47220, -1.18313], [-0.72936, 1.08867, 0.06374], [-0.11148, 1.79735, 0.95793], [0.25702, -3.05238, 2.31630], [-1.35438, -0.77556, -0.61136], [0.21444, 0.36222, -1.85571], [1.53458, -0.31386, -0.80886], [0.70417, -1.48423, -1.72890], [-1.44460, 1.53427, -0.60088], [0.45857, 1.74513, 1.83138], [-0.26512, 2.87174, 0.80669]],
  "forces_ev_per_angstrom": [[-1.07, 0.01, -0.97], [-0.10, 1.47, 0.19], [-0.82, -0.80, -3.03], [-1.73, -0.90, -2.44], [0.53, -1.48, 1.91], [-0.73, 2.72, -0.56], [0.57, -0.14, 0.63], [1.29, 0.26, 1.48], [0.95, -1.26, 0.41], [1.48, 0.92, 1.17], [-1.06, 1.48, 1.01], [-0.05, -0.56, -0.66], [1.11, -1.52, 0.95], [-0.37, -0.20, -0.09]],
  "lowdin_charge": [0.21, -0.09, -0.09, 0.03, -0.10, 0.10, 0.06, 0.22, 0.12, 0.08, 0.15, 0.13, 0.08, 0.10]
}



{
  "formula": "C12H16N2O",
  "method": "wB97M-V/def2-TZVPD",
  "e_lumo_ev": 0.78,
  "homo_lumo_gap_ha": 0.3216,
  "smiles": "Cc1c[nH]c2ccccc12.CCC(N)=O",
  "e_homo_ev": -7.971,
  "multiplicity": 1,
  "elements": ["C", "C", "C", "N", "C", "C", "C", "C", "C", "C", "H", "H", "H", "H", "H", "H", "H", "H", "H", "C", "C", "C", "N", "O", "H", "H", "H", "H", "H", "H", "H"],
  "positions_angstrom": [[-2.64051, -0.06086, 2.26077], [-2.21487, -0.72484, 0.99853], [-2.90797, -0.82127, -0.16147], [-2.06825, -1.30621, -1.19310], [-0.84838, -1.60590, -0.60403], [0.30509, -2.08669, -1.22912], [1.44160, -2.09246, -0.45129], [1.40569, -1.92778, 0.93234], [0.20843, -1.58020, 1.54687], [-0.90824, -1.29736, 0.76898], [-2.97116, -0.79675, 3.01491], [-3.42785, 0.67557, 2.19472], [-1.76171, 0.32884, 2.79220], [-3.86607, -0.39395, -0.42616], [-2.53551, -1.94059, -1.82475], [0.26808, -2.13476, -2.30768], [2.42492, -2.10485, -0.90581], [2.29278, -1.85780, 1.53743], [0.21053, -1.45452, 2.62166], [0.71241, 2.27468, -2.09161], [0.97269, 1.31256, -0.92822], [2.31400, 1.45048, -0.25448], [2.48352, 2.52101, 0.57605], [3.18322, 0.59006, -0.33036], [-0.29176, 2.11613, -2.46394], [1.39314, 2.17685, -2.92835], [0.70260, 3.29490, -1.70387], [0.20647, 1.43719, -0.14907], [0.84357, 0.29372, -1.26755], [3.28186, 2.49883, 1.18864], [1.79169, 3.21597, 0.78778]],
  "forces_ev_per_angstrom": [[0.51, -1.02, 1.40], [-0.50, 0.11, 0.14], [0.80, 0.51, -0.37], [-1.08, 0.11, 0.70], [-0.05, -0.90, 0.05], [-0.71, 1.01, 0.32], [1.01, -0.31, -0.25], [-1.06, 0.68, 0.14], [0.53, 0.34, 0.28], [-0.16, -0.32, -0.75], [-0.24, -0.04, -0.39], [-0.02, 0.26, -0.31], [-0.16, 0.50, -0.41], [-0.01, -0.22, 0.13], [0.52, 0.05, -0.37], [0.45, -0.33, -0.10], [-0.08, -0.45, -0.17], [0.32, -0.40, -0.13], [-0.16, 0.19, 0.07], [-0.43, 0.34, 0.77], [-0.38, 0.17, -0.18], [0.30, -0.93, 0.52], [0.23, 0.24, 0.13], [-0.29, 0.57, -0.22], [-0.24, -0.19, -0.17], [0.31, -0.02, 0.06], [0.28, 0.16, -0.29], [0.07, 0.19, -0.18], [0.38, -0.12, 0.00], [0.10, -0.03, -0.18], [-0.26, -0.17, -0.24]],
  "lowdin_charge": [-0.05, -0.24, -0.06, 0.06, -0.24, -0.04, -0.11, -0.09, -0.02, -0.15, 0.08, 0.07, 0.08, 0.12, 0.14, 0.11, 0.11, 0.10, 0.11, -0.08, -0.17, -0.53, 0.16, 0.03, 0.07, 0.08, 0.07, 0.12, 0.08, 0.10, 0.10]
}



{
  "formula": "C6H10BrNO",
  "method": "wB97M-V/def2-TZVPD",
  "e_lumo_ev": 0.64,
  "homo_lumo_gap_ha": 0.3403,
  "smiles": "CC1(C)C=[N+]([O-])C[C@H]1Br",
  "e_homo_ev": -8.614,
  "multiplicity": 1,
  "elements": ["C", "C", "C", "C", "N", "O", "C", "C", "Br", "H", "H", "H", "H", "H", "H", "H", "H", "H", "H"],
  "positions_angstrom": [[-0.48883, -1.78798, 0.02140], [-0.16970, -0.31426, 0.29201], [-0.99084, 0.07563, 1.49624], [-0.82607, 0.57778, -0.75743], [0.00500, 1.08307, -1.58151], [-0.18930, 1.89113, -2.49180], [1.42652, 0.89274, -1.19727], [1.31500, 0.12164, 0.31656], [1.76725, 1.32913, 1.80168], [-0.54636, -2.24621, 0.99204], [0.39112, -2.17271, -0.46266], [-1.34580, -2.02245, -0.62168], [-2.06018, -0.45420, 1.43404], [-1.20180, 1.16282, 1.71903], [-0.67243, -0.27238, 2.36215], [-1.82206, 0.65199, -0.75101], [1.72274, 2.02576, -1.14219], [1.81658, 0.23429, -1.86939], [1.86916, -0.77578, 0.43980]],
  "forces_ev_per_angstrom": [[1.42, 0.19, -0.14], [-2.56, 2.18, -0.34], [-4.56, 1.21, -1.63], [4.04, -2.18, 0.71], [0.24, 0.21, 1.40], [-0.43, 1.02, -1.93], [-1.42, 2.20, 4.71], [-1.16, 1.53, -2.32], [0.05, -0.37, -0.65], [-0.29, -0.69, 0.26], [0.33, -0.71, -0.46], [0.07, 0.47, 0.42], [2.04, 1.25, -0.24], [0.43, -0.98, -0.85], [2.02, -1.89, 4.05], [-3.58, 0.70, -0.64], [0.44, -2.61, -0.20], [1.77, -1.18, -2.03], [1.16, -0.33, -0.11]],
  "lowdin_charge": [-0.02, -0.56, -0.14, -0.01, -0.31, -0.06, -0.01, -0.51, 0.71, 0.08, 0.07, 0.10, 0.14, 0.10, 0.00, 0.11, 0.16, 0.08, 0.07]
}



{
  "formula": "C3H7Cl2NO2Si",
  "method": "wB97M-V/def2-TZVPD",
  "e_lumo_ev": 0.05,
  "homo_lumo_gap_ha": 0.3561,
  "smiles": "CO/[N+]([O-])=C\\[Si](C)(Cl)Cl",
  "e_homo_ev": -9.638,
  "multiplicity": 1,
  "elements": ["C", "O", "N", "O", "C", "Si", "C", "Cl", "Cl", "H", "H", "H", "H", "H", "H", "H"],
  "positions_angstrom": [[0.34525, 1.13709, -2.36444], [0.27356, 0.60977, -0.98130], [1.50063, 0.23028, -0.11310], [2.54581, 0.15153, -0.74504], [1.34282, -0.20387, 1.12297], [-0.40467, -0.27795, 1.83489], [-1.62500, -1.14501, 0.69056], [-1.07402, 1.62514, 2.02311], [-0.58507, -1.31179, 3.63885], [1.30414, 0.72134, -2.82180], [-0.66640, 0.83304, -2.69831], [0.30671, 2.26240, -2.50333], [2.21899, -0.61969, 1.57438], [-1.42230, -2.25502, 0.72762], [-2.66014, -1.00836, 0.87773], [-1.40032, -0.74890, -0.26278]],
  "forces_ev_per_angstrom": [[1.34, 0.09, 0.77], [-0.01, 0.23, 1.90], [1.05, -0.80, -2.13], [-0.45, 0.70, 0.03], [-2.55, 0.68, -0.71], [-0.88, -0.79, -0.56], [1.59, -1.48, 1.01], [-0.05, 0.55, 0.34], [0.56, 0.47, -0.39], [-1.71, 0.35, 0.09], [1.00, -0.54, -0.35], [0.54, -1.09, 0.97], [0.43, 0.06, -0.07], [-0.12, 1.08, -0.22], [-0.88, 0.35, 0.57], [0.15, 0.13, -1.25]],
  "lowdin_charge": [-0.04, -0.19, -0.26, 0.01, -0.13, -0.22, -0.23, 0.35, 0.28, 0.10, 0.09, 0.09, 0.09, 0.06, 0.02, -0.01]
}



Values for energy above the lowest of the compared OMol25 structures with the same formula, charge and spin, kcal per mole, ordered as above
107.35, 115.81, 11.75, 42.64, 45.40